1.
51
Properties=species:S:1:pos:R:3 method="wB97M-V/def2-TZVPD" homo_energy_ev="-14.77 / -14.87" e_above_lowest_kj_mol=142.4 charge=+2 multiplicity=5 lumo_energy_ev="-6.56 / -6.90" e_tot_ev=-79616.9186
Fe -0.3592 0.4194 0.4734
S -0.0707 -1.6190 1.7884
S -1.0130 1.4125 -1.7321
C 0.2825 -3.0596 0.7500
C -1.8589 -1.9875 2.0091
C -2.7046 -1.7186 0.7815
N -2.4807 -0.3550 0.2650
C -3.1982 -0.1509 -1.0262
C -2.8199 1.2210 -1.5497
H -2.1877 -1.4246 2.8874
H -1.8989 -3.0509 2.2604
H -3.7655 -1.8377 1.0596
H -2.4582 -2.4322 -0.0161
H -4.2922 -0.1891 -0.8672
H -2.9218 -0.9405 -1.7410
H -3.1069 2.0042 -0.8374
H -3.2679 1.4445 -2.5231
C -0.7969 0.2803 -3.1383
H -2.9720 0.2680 0.9235
H -0.9869 -0.7724 -2.9020
H 0.2427 0.4045 -3.4532
H -1.4729 0.6299 -3.9281
H 1.3632 -3.1043 0.6089
H -0.2095 -2.9627 -0.2207
H -0.0584 -3.9606 1.2694
C -1.4557 1.2329 2.1609
C -0.2778 1.7708 2.7082
H -1.9525 0.4737 2.7483
H -2.0920 1.8828 1.5307
H 0.4244 1.1241 3.2517
H -0.2939 2.8239 3.0357
C 3.1812 -1.7336 -2.3935
C 4.2629 -0.8881 -2.1266
C 4.0642 0.1920 -1.2546
C 2.7844 0.4335 -0.6945
N 1.7563 -0.4255 -0.9147
C 1.9659 -1.4657 -1.7323
C 2.4795 1.6907 0.0399
C 3.4344 2.6744 0.3640
C 3.0407 3.8776 0.9601
C 1.6842 4.1236 1.1644
C 0.7840 3.1338 0.7807
N 1.1789 1.9138 0.3627
H 3.2598 -2.5723 -3.0897
H 5.2295 -1.0385 -2.6129
H 4.8527 0.8971 -0.9761
H 1.1176 -2.1266 -1.8897
H 4.4662 2.4574 0.1129
H 3.7652 4.6327 1.2437
H 1.3197 5.0259 1.6497
H -0.2944 3.3097 0.7880



2.
54
Properties=species:S:1:pos:R:3 method="wB97M-V/def2-TZVPD" homo_energy_ev=-8.73 e_above_lowest_kj_mol=0.0 charge=0 lumo_energy_ev=-1.15 e_tot_ev=-42467.4843
C -5.2611 -0.0833 5.0934
C -4.6705 -0.7618 3.8662
O -3.2996 -1.0219 4.0872
C -2.5785 -1.3252 2.8991
C -2.0408 -2.7603 2.9195
O -0.6232 -2.8560 2.9254
C -0.0463 -2.8847 1.6329
C 0.3842 -1.5071 1.2155
C 1.3418 -0.8213 1.9642
N 1.7807 0.3771 1.6743
N 1.2464 0.9588 0.6079
C 1.7794 2.3064 0.3710
C 3.0284 2.2887 -0.5204
O 2.9717 1.1763 -1.4198
C 3.9102 1.2427 -2.3949
O 4.9076 1.8754 -2.2594
C 3.6253 0.4340 -3.6294
C 4.3633 1.0168 -4.8268
C 0.3190 0.4309 -0.2083
C -0.2079 1.1838 -1.3866
I -2.2397 1.7953 -0.9955
C -0.0736 0.4445 -2.7270
C -0.0756 1.4777 -3.8555
C -0.1502 -0.8672 0.1063
C -1.1902 -1.6421 -0.6842
O -2.3733 -1.5464 -0.3468
O -0.6619 -2.3780 -1.5419
H -6.2463 -0.4873 5.3156
H -4.6282 -0.2583 5.9574
H -5.3998 0.9801 4.9299
H -4.8230 -0.1136 3.0011
H -5.1967 -1.6977 3.6591
H -1.7677 -0.6012 2.8023
H -3.2058 -1.2054 2.0202
H -2.4111 -3.2241 3.8306
H -2.4787 -3.3085 2.0859
H 0.8512 -3.5015 1.7172
H -0.6880 -3.3528 0.8941
H 1.7472 -1.2981 2.8451
H 0.9995 2.9717 0.0303
H 2.0952 2.6829 1.3362
H 3.9026 2.2421 0.1158
H 3.0432 3.2058 -1.1015
H 4.0068 -0.5669 -3.4284
H 2.5568 0.4123 -3.7994
H 4.0840 2.0610 -4.9445
H 5.4325 1.0040 -4.6560
H 4.1178 0.4602 -5.7231
H 0.2906 2.1320 -1.5166
H -0.9572 -0.1665 -2.8665
H 0.8099 -0.1834 -2.7334
H 0.8691 2.0188 -3.8781
H -0.8524 2.2127 -3.6479
H -0.3172 1.0289 -4.8119



3.
48
Properties=species:S:1:pos:R:3 method="wB97M-V/def2-TZVPD" homo_energy_ev=-3.92 charge=-1 lumo_energy_ev=2.01 e_tot_ev=-30793.5518
C -2.1802 0.3065 -3.7026
C -1.0543 0.8124 -2.8194
Nb -1.6581 1.7605 -0.8055
I -2.1281 -0.9066 0.1330
C -2.5171 2.7012 1.1081
C -4.1301 2.2905 1.1691
C 0.4622 1.6816 0.0227
O 0.5789 2.2553 1.3974
C 0.5258 1.1305 2.3878
H -2.4888 0.8211 -4.7193
H -2.7778 -0.6185 -3.2557
H 0.0602 0.6839 -3.1893
H -3.3636 1.8740 -1.4998
H -1.2550 3.3660 -1.5348
H -2.5116 3.8759 0.9100
H -1.9365 2.4077 2.0825
H -4.5890 2.5230 2.2379
H -4.7737 2.9202 0.3886
H -4.3190 1.1521 0.9009
H 0.9839 0.6177 -0.0388
H 1.1315 2.3896 -0.6635
H 1.3626 0.3368 2.1472
H -0.5710 0.6770 2.2600
H 0.5690 1.5420 3.4922
C 0.2114 -1.2217 -6.2618
C 0.4178 -1.8010 -7.5135
C 0.4157 -3.1889 -7.6494
C 0.1971 -3.9982 -6.5341
C -0.0130 -3.4187 -5.2831
C -0.0016 -2.0310 -5.1456
H 0.2166 -0.1401 -6.1557
H 0.5813 -1.1702 -8.3837
H 0.5832 -3.6401 -8.6236
H 0.1905 -5.0797 -6.6406
H -0.1850 -4.0495 -4.4143
H -0.1599 -1.5800 -4.1699
C 2.8508 0.9481 6.6666
C 3.0571 0.3688 5.4150
C 3.0550 -1.0191 5.2791
C 2.8364 -1.8283 6.3944
C 2.6263 -1.2489 7.6454
C 2.6377 0.1389 7.7829
H 2.8559 2.0297 6.7727
H 3.2206 0.9996 4.5448
H 3.2225 -1.4703 4.3049
H 2.8298 -2.9099 6.2879
H 2.4543 -1.8797 8.5142
H 2.4795 0.5898 8.7586



4.
57
Properties=species:S:1:pos:R:3 method="wB97M-V/def2-TZVPD" homo_energy_ev="-10.41 / -10.33" e_above_lowest_kj_mol=37.1 charge=+1 multiplicity=2 lumo_energy_ev="-3.49 / -5.17" e_tot_ev=-215588.7730
Ir -1.3177 -0.2013 -0.8019
Se -3.5032 0.6115 -1.6583
Te -5.3624 0.1126 -0.1508
Te -4.2043 -1.5935 1.5506
Se -2.3242 -2.2351 0.0780
C -1.7685 1.5791 -4.6609
C -0.8819 2.3268 -3.6669
S -0.1810 1.6006 -2.1446
C 1.2270 0.6074 -2.6816
C 0.9157 -0.7483 -3.3067
S -0.5534 -1.6162 -2.6670
C -1.8464 -1.4846 -3.9498
C -1.4346 -1.2248 -5.3838
S -0.8850 0.4742 -5.7970
H -2.2211 2.3445 -5.2936
H -2.5984 1.0698 -4.1809
H -1.4272 3.1920 -3.2855
H 0.0021 2.7112 -4.1790
H 1.7832 0.4677 -1.7575
H 1.8418 1.2036 -3.3568
H 1.7512 -1.4249 -3.1290
H 0.7776 -0.6548 -4.3778
H -2.5560 -0.7347 -3.6275
H -2.3653 -2.4411 -3.8748
H -2.2897 -1.4700 -6.0131
H -0.6093 -1.8645 -5.7015
C 0.4379 -0.2581 5.0106
C 0.4109 1.1475 4.4304
N -0.6228 1.3366 3.3963
C -1.8416 2.0432 3.7960
C -2.8991 1.1209 4.3837
C -0.4469 0.8503 2.1660
S -1.7664 1.0830 1.0633
N 0.7297 0.2323 1.9695
C 1.1487 -0.4304 0.9189
O 0.5444 -0.7211 -0.1677
C 2.5473 -0.9434 0.9789
C 3.4483 -0.4367 1.9117
C 4.7508 -0.9069 1.9449
C 5.1569 -1.8952 1.0588
C 4.2591 -2.4128 0.1349
C 2.9599 -1.9351 0.0904
H 1.2343 -0.3302 5.7519
H 0.6329 -0.9904 4.2289
H -0.5017 -0.5084 5.5017
H 1.3762 1.3926 3.9954
H 0.1980 1.8791 5.2085
H -2.2356 2.5776 2.9335
H -1.5433 2.7979 4.5230
H -3.1918 0.3626 3.6559
H -3.7830 1.6982 4.6555
H -2.5355 0.6212 5.2807
H 3.1196 0.3289 2.5993
H 5.4505 -0.5045 2.6651
H 6.1727 -2.2664 1.0917
H 4.5715 -3.1938 -0.5455
H 2.2493 -2.3460 -0.6145



5.
59
Properties=species:S:1:pos:R:3 method="wB97M-V/def2-TZVPD" homo_energy_ev=-1.96 e_above_lowest_kj_mol=0.0 charge=-2 lumo_energy_ev=4.15 e_tot_ev=-96059.4325
Pb 1.7109 2.1592 -2.0487
S 4.9559 5.6485 -3.2764
Sb 4.2291 4.5251 -1.4346
S 4.3258 2.1236 -1.7731
S 1.7966 4.6345 -1.3068
S 5.1485 5.1019 0.5742
C -4.6464 1.3935 0.1349
C -4.4145 0.8298 -1.2636
N -3.4767 -0.2815 -1.2737
C -4.0639 -1.6117 -1.2321
C -4.4274 -2.1341 -2.6187
C -2.1114 -0.1070 -1.3682
S -1.4865 1.4882 -1.3882
N -1.4196 -1.2452 -1.3420
C -0.1387 -1.3654 -1.7449
O 0.5265 -0.6106 -2.4482
C 0.5247 -2.6488 -1.2767
C -0.1989 -3.8121 -1.0366
C 0.4525 -4.9839 -0.6719
C 1.8344 -4.9972 -0.5276
C 2.5614 -3.8353 -0.7577
C 1.9093 -2.6707 -1.1404
H -5.4109 2.1759 0.1133
H -3.7158 1.8270 0.5016
H -4.9668 0.6076 0.8246
H -4.0314 1.6150 -1.9117
H -5.3561 0.4630 -1.6811
H -4.9568 -1.5689 -0.6003
H -3.3441 -2.2787 -0.7692
H -5.1348 -1.4654 -3.1156
H -4.8810 -3.1275 -2.5521
H -3.5261 -2.1977 -3.2298
H -1.2756 -3.7820 -1.1423
H -0.1164 -5.8905 -0.4994
H 2.3452 -5.9082 -0.2345
H 3.6395 -3.8365 -0.6478
H 2.4598 -1.7603 -1.3429
C 1.3699 0.1979 0.7651
N 1.2565 -0.2134 2.1723
C 2.5270 0.1042 2.8364
N 2.8651 1.5234 2.7578
C 2.9524 1.9098 1.3378
N 1.6785 1.6307 0.6349
C 0.6183 2.4110 1.3076
N 0.4901 2.0395 2.7260
C 0.2052 0.6035 2.7911
C 1.7811 2.2836 3.3781
H 0.4281 -0.0109 0.2516
H 2.1704 -0.3753 0.2907
H 3.3223 -0.4767 2.3652
H 2.4514 -0.1856 3.8888
H 3.7546 1.3566 0.8565
H 3.1803 2.9738 1.2644
H -0.3293 2.2306 0.8040
H 0.8727 3.4664 1.2230
H -0.7355 0.4084 2.2716
H 0.1022 0.3082 3.8393
H 1.7024 1.9939 4.4306
H 2.0162 3.3468 3.3153



6.
52
Properties=species:S:1:pos:R:3 method="wB97M-V/def2-TZVPD" smiles="CCOC(=O)C1(CCOC)CCN(C(=O)c2ccc(CSC)o2)CC1" homo_energy_ev=-8.50 e_above_lowest_kj_mol=33.2 charge=0 lumo_energy_ev=0.76 e_tot_ev=-41666.9171
C 4.3650 0.1143 -0.7729
C 3.6178 1.1225 0.0869
O 2.4434 1.6153 -0.5649
C 1.3857 0.8166 -0.5880
O 1.3742 -0.3114 -0.1620
C 0.1883 1.4869 -1.2702
C 0.4050 1.3711 -2.7882
C 0.5198 -0.0644 -3.2921
O 0.7637 -0.0148 -4.6809
C 0.9023 -1.2865 -5.2569
C -1.0987 0.7814 -0.8145
C -1.5946 1.3907 0.5093
N -0.4768 1.9099 1.2643
C 0.3223 1.1927 2.0967
O 1.4133 1.6101 2.4615
C -0.1418 -0.1120 2.5978
C 0.6564 -1.1307 3.0513
C -0.2093 -2.1697 3.4465
C -1.4790 -1.7108 3.2309
C -2.7985 -2.3410 3.4424
S -3.4660 -2.9936 1.8476
C -4.9831 -3.7435 2.5033
O -1.4424 -0.4667 2.7143
C 0.0754 3.1073 0.6576
C 0.1145 2.9687 -0.8723
H 5.2929 -0.1633 -0.2813
H 3.7600 -0.7781 -0.9116
H 4.5934 0.5442 -1.7459
H 3.3201 0.6790 1.0418
H 4.2231 2.0123 0.2691
H -0.4233 1.8540 -3.3106
H 1.3213 1.8976 -3.0617
H 1.3426 -0.5892 -2.7845
H -0.4067 -0.6239 -3.0947
H 1.7411 -1.8363 -4.8114
H -0.0108 -1.8825 -5.1317
H 1.0920 -1.1301 -6.3168
H -0.8798 -0.2774 -0.6685
H -1.8739 0.8758 -1.5750
H -2.2620 2.2358 0.3147
H -2.1457 0.6535 1.0862
H 1.7255 -1.1246 3.0766
H 0.0662 -3.1254 3.8428
H -3.5228 -1.6142 3.8129
H -2.7126 -3.1837 4.1269
H -5.5064 -4.1783 1.6586
H -4.7269 -4.5188 3.2203
H -5.5990 -2.9786 2.9683
H -0.5362 3.9685 0.9493
H 1.0799 3.2386 1.0643
H 0.9758 3.5071 -1.2646
H -0.7846 3.3958 -1.3210



7.
52
Properties=species:S:1:pos:R:3 method="wB97M-V/def2-TZVPD" homo_energy_ev=-11.54 e_above_lowest_kj_mol=32.7 charge=+1 lumo_energy_ev=-4.36 e_tot_ev=-53667.1509
Al -1.1750 0.5041 0.0189
Cl -0.4738 7.3109 -1.4043
C -0.7156 5.6038 -1.3992
C -0.7913 4.8743 -2.5807
C -0.7723 3.5375 -2.5921
C -0.7798 2.8414 -1.3552
O -0.6881 1.5390 -1.3201
C -0.7963 3.5928 -0.1080
C -0.9350 2.9761 1.1222
O -0.8884 1.7326 1.3360
C -0.7472 5.0204 -0.1735
H -0.7966 5.4489 -3.4598
H -0.8270 2.8902 -3.5089
H -0.9074 3.6710 1.9617
H -0.8510 5.5414 0.7782
C -4.0347 0.1842 -1.1543
C -2.9396 -0.3784 -0.2562
O -3.0486 -1.4712 0.3057
H -3.6390 0.6769 -2.0663
H -4.4499 1.0314 -0.6180
H -4.8515 -0.4840 -1.4768
C -1.1024 -1.7863 2.8894
C 0.3318 -1.8322 2.2869
C 1.2722 -1.0658 3.2195
P 0.4771 -1.2026 0.5117
C 0.1039 -2.7347 -0.5188
C 0.9413 -3.9663 -0.1462
C 0.0891 -2.4098 -1.9791
C 2.2683 -0.6630 0.1735
C 3.2800 -1.7879 0.3811
C 2.4811 0.0240 -1.1834
H -1.0484 -2.3220 3.8234
H -1.8033 -2.2602 2.1986
H -1.3817 -0.7612 3.0515
H 0.7666 -2.8013 2.2886
H 1.1400 0.0467 3.3334
H 2.3309 -1.1571 2.9896
H 1.3207 -1.4247 4.2105
H -0.8617 -2.9145 -0.1343
H 1.9917 -3.7884 -0.0403
H 0.6854 -4.7231 -0.8239
H 0.6264 -4.3460 0.8328
H 1.1452 -2.4133 -2.2793
H -0.1801 -1.3732 -2.0715
H -0.5456 -3.1549 -2.5359
H 2.5044 0.1165 0.8610
H 3.3450 -2.4189 -0.4950
H 3.0839 -2.4462 1.2880
H 4.3235 -1.4387 0.4793
H 2.6485 -0.7377 -1.8789
H 3.3393 0.6164 -1.2203
H 1.5351 0.4827 -1.5613



8.
54
Properties=species:S:1:pos:R:3 method="wB97M-V/def2-TZVPD" homo_energy_ev=-8.40 e_above_lowest_kj_mol=18.5 charge=0 lumo_energy_ev=-0.85 e_tot_ev=-58744.2044
Au 1.5247 -0.3111 2.7546
C 1.8986 1.3322 -2.0874
P 1.3971 1.2483 -0.3048
C -0.2682 0.4505 -0.5366
N -1.1117 0.9909 -1.3833
C -2.3407 0.4523 -1.5397
C -3.2740 1.0636 -2.4061
C -4.5139 0.5111 -2.5537
C -4.8708 -0.6675 -1.8629
C -3.9880 -1.2775 -1.0183
C -2.7047 -0.7169 -0.8349
N -1.8215 -1.3000 0.0045
C -0.6394 -0.7527 0.1678
P 0.4450 -1.6719 1.3392
C -0.7936 -2.6444 2.2513
C 1.3194 -2.9588 0.2919
C 1.9677 -3.9337 1.2794
C 0.3473 -3.6777 -0.6400
C 2.4053 -2.2634 -0.5271
C 1.0050 3.0818 0.0204
C 0.3841 3.8568 -1.1425
C 0.0834 3.1600 1.2354
C 2.3624 3.7015 0.3698
H 1.0665 1.6382 -2.7181
H 2.2591 0.3554 -2.4096
H 2.7243 2.0373 -2.1818
H -2.9804 1.9691 -2.9204
H -5.2392 0.9820 -3.2047
H -5.8592 -1.0843 -2.0062
H -4.2367 -2.1811 -0.4779
H -1.3899 -3.2565 1.5819
H -1.4447 -1.9361 2.7622
H -0.2873 -3.2512 3.0001
H 1.2191 -4.5295 1.8025
H 2.5610 -3.3922 2.0201
H 2.6316 -4.6167 0.7454
H -0.4171 -4.2234 -0.0870
H 0.8974 -4.3956 -1.2525
H -0.1531 -2.9745 -1.3066
H 3.0754 -1.6897 0.1143
H 1.9572 -1.5823 -1.2502
H 2.9930 -3.0030 -1.0761
H -0.5195 3.3789 -1.5010
H 1.0787 3.9634 -1.9774
H 0.1302 4.8639 -0.7983
H -0.8812 2.6837 1.0473
H -0.1010 4.2050 1.4974
H 0.5395 2.6771 2.0953
H 3.0445 3.6677 -0.4824
H 2.8239 3.1801 1.2113
H 2.2308 4.7497 0.6501
O -0.1123 1.5020 4.9836
S 1.3423 1.6627 5.1003
N 2.2333 0.9268 4.1614